This record from the Open Molecules 2025 dataset describes a cluster of 2 separate species, C4H8O3 in total. The level of theory is the ωB97M-V functional and the def2-TZVPD basis.

Values from the calculation:
Kohn-Sham gap = 10.887 eV
SMILES = OC[C@H]1CO1.C=O
ΔE to the lowest compared entry with this formula, charge and spin = 352.6 kJ/mol
HOMO = -0.3857 Ha

ORCA input file:
```
! RIJCOSX wB97M-V def2-TZVPD def2/J DEFGRID3
* xyz 0 1
O -2.852 -0.133 -0.010
C -2.103 -0.487 0.864
C 0.128 -0.021 -0.543
C 1.091 -0.757 0.380
O 2.375 -0.205 0.254
C 0.222 1.425 -0.709
O 0.715 0.532 -1.710
H -0.823 -0.474 -0.789
H -1.812 0.171 1.705
H -1.611 -1.482 0.861
H 0.801 -0.661 1.436
H 1.081 -1.832 0.137
H 2.470 -0.016 -0.694
H 1.014 1.963 -0.195
H -0.672 1.994 -0.963
*
```


This record from the Open Molecules 2025 dataset describes the molecule C4H8O3. The level of theory is the ωB97M-V functional and the def2-TZVPD basis.

Values from the calculation:
Kohn-Sham gap = 11.216 eV
SMILES = CC[C@@H](O)C(=O)O
ΔE to the lowest compared entry with this formula, charge and spin = 57.1 kJ/mol
HOMO = -0.3909 Ha

ORCA input file:
```
! RIJCOSX wB97M-V def2-TZVPD def2/J DEFGRID3
* xyz 0 1
C 1.331 0.906 -0.727
O 0.794 -0.804 1.669
C -0.171 -1.174 0.812
O -0.395 -2.336 0.587
C -0.954 -0.053 0.135
C -0.141 0.597 -1.004
O -2.155 -0.574 -0.360
H 1.895 0.011 -0.443
H 1.469 1.661 0.060
H 1.799 1.305 -1.631
H -1.199 0.701 0.899
H 0.852 0.163 1.691
H -0.671 1.511 -1.292
H -0.215 -0.088 -1.855
H -2.020 -1.536 -0.412
*
```


This record from the Open Molecules 2025 dataset describes the molecule C4H8O3. The level of theory is the ωB97M-V functional and the def2-TZVPD basis.

Values from the calculation:
Kohn-Sham gap = 11.166 eV
SMILES = C[C@@H](O)COC=O
ΔE to the lowest compared entry with this formula, charge and spin = 86.9 kJ/mol
HOMO = -0.3782 Ha

ORCA input file:
```
! RIJCOSX wB97M-V def2-TZVPD def2/J DEFGRID3
* xyz 0 1
C -1.555 1.064 -0.793
C -0.387 0.558 0.037
O -0.751 0.667 1.393
C -0.025 -0.893 -0.335
O 1.389 -1.097 -0.550
C 2.174 -0.922 0.504
O 1.817 -0.585 1.609
H -2.427 0.411 -0.674
H -1.285 1.100 -1.854
H -1.833 2.069 -0.466
H 0.495 1.182 -0.182
H 0.007 0.338 1.901
H -0.471 -1.202 -1.282
H -0.367 -1.562 0.461
H 3.218 -1.128 0.230
*
```


This record from the Open Molecules 2025 dataset describes the molecule C4H8O3. The level of theory is the ωB97M-V functional and the def2-TZVPD basis.

Values from the calculation:
Kohn-Sham gap = 11.333 eV
SMILES = COC(=O)[C@@H](C)O
ΔE to the lowest compared entry with this formula, charge and spin = 75.5 kJ/mol
HOMO = -0.3870 Ha

ORCA input file:
```
! RIJCOSX wB97M-V def2-TZVPD def2/J DEFGRID3
* xyz 0 1
C 2.377 0.021 0.246
O 1.019 0.284 0.601
C 0.121 -0.637 0.244
O 0.387 -1.758 -0.129
C -1.282 -0.060 0.236
C -1.308 1.014 -0.857
O -2.222 -1.072 0.004
H 2.760 -0.865 0.754
H 2.929 0.911 0.549
H 2.450 -0.119 -0.836
H -1.482 0.403 1.211
H -0.599 1.813 -0.621
H -2.311 1.435 -0.948
H -1.029 0.568 -1.819
H -1.722 -1.850 -0.290
*
```


This record from the Open Molecules 2025 dataset describes the molecule C4H8O3. The level of theory is the ωB97M-V functional and the def2-TZVPD basis.

Values from the calculation:
Kohn-Sham gap = 11.124 eV
SMILES = C[C@@H](O)[C@@H](O)C=O
ΔE to the lowest compared entry with this formula, charge and spin = 128.1 kJ/mol
HOMO = -0.3818 Ha

ORCA input file:
```
! RIJCOSX wB97M-V def2-TZVPD def2/J DEFGRID3
* xyz 0 1
C -1.479 0.026 -0.562
C -0.190 0.824 -0.400
O -0.416 2.053 0.256
C 0.890 0.049 0.370
O 0.442 -0.242 1.666
C 1.294 -1.215 -0.343
O 1.269 -2.290 0.214
H -2.228 0.640 -1.068
H -1.322 -0.885 -1.154
H -1.870 -0.266 0.418
H 0.212 1.083 -1.388
H -0.544 1.839 1.191
H 1.779 0.700 0.419
H 0.548 -1.203 1.778
H 1.615 -1.114 -1.397
*
```


This record from the Open Molecules 2025 dataset describes the molecule C4H8O3. The level of theory is the ωB97M-V functional and the def2-TZVPD basis.

Values from the calculation:
Kohn-Sham gap = 11.001 eV
SMILES = O=C(O)CCCO
ΔE to the lowest compared entry with this formula, charge and spin = 43.9 kJ/mol
HOMO = -0.3767 Ha

ORCA input file:
```
! RIJCOSX wB97M-V def2-TZVPD def2/J DEFGRID3
* xyz 0 1
O 0.013 0.338 1.712
C 0.435 -0.656 1.186
O 1.277 -1.493 1.810
H 1.466 -1.176 2.708
C 0.115 -1.146 -0.204
H -0.354 -2.127 -0.097
H 1.061 -1.297 -0.729
C -0.800 -0.207 -0.981
C -0.122 1.113 -1.341
H 0.835 0.914 -1.851
H 0.081 1.685 -0.428
O -0.989 1.825 -2.199
H -0.637 2.710 -2.338
H -1.117 -0.687 -1.907
H -1.690 0.015 -0.392
*
```


This record from the Open Molecules 2025 dataset describes the molecule C4H8O3 at a distorted geometry. The level of theory is the ωB97M-V functional and the def2-TZVPD basis.

Values from the calculation:
Kohn-Sham gap = 10.666 eV
SMILES = OCC[C@]1(O)CO1
ΔE to the lowest compared entry with this formula, charge and spin = 300.3 kJ/mol
HOMO = -0.3612 Ha

ORCA input file:
```
! RIJCOSX wB97M-V def2-TZVPD def2/J DEFGRID3
* xyz 0 1
O -2.411 1.194 -0.454
C -1.065 0.810 -0.605
C -0.827 -0.404 0.263
C 0.649 -0.759 0.162
O 0.918 -1.893 -0.530
C 1.666 -0.151 0.995
O 1.871 0.171 -0.363
H -2.553 1.976 -0.997
H -0.365 1.599 -0.290
H -0.817 0.531 -1.641
H -1.462 -1.236 -0.075
H -1.120 -0.179 1.301
H 1.335 0.730 1.547
H 2.378 -0.786 1.523
H 1.804 -1.601 -0.835
*
```


This record from the Open Molecules 2025 dataset describes the molecule C4H8O3. The level of theory is the ωB97M-V functional and the def2-TZVPD basis.

Values from the calculation:
Kohn-Sham gap = 11.123 eV
SMILES = C[C@@H](O)CC(=O)O
ΔE to the lowest compared entry with this formula, charge and spin = 60.3 kJ/mol
HOMO = -0.3807 Ha

ORCA input file:
```
! RIJCOSX wB97M-V def2-TZVPD def2/J DEFGRID3
* xyz 0 1
O 2.057 0.080 -1.149
C 1.352 -0.088 -0.196
O 1.613 -0.995 0.775
C 0.185 0.814 0.123
C -1.114 0.095 0.458
C -2.285 1.051 0.409
O -1.331 -1.012 -0.439
H 1.895 -1.841 0.405
H 0.044 1.419 -0.771
H 0.498 1.413 0.978
H -1.026 -0.393 1.420
H -2.342 1.498 -0.596
H -2.217 1.877 1.107
H -3.228 0.512 0.516
H -1.844 -0.669 -1.183
*
```


This record from the Open Molecules 2025 dataset describes a cluster of 2 separate species, C4H8O3 in total at a distorted geometry. The level of theory is the ωB97M-V functional and the def2-TZVPD basis.

Values from the calculation:
Kohn-Sham gap = 9.827 eV
SMILES = C=CC(=O)OC.O
ΔE to the lowest compared entry with this formula, charge and spin = 232.2 kJ/mol
HOMO = -0.3348 Ha

ORCA input file:
```
! RIJCOSX wB97M-V def2-TZVPD def2/J DEFGRID3
* xyz 0 1
C -2.685 -0.198 -0.018
O -1.572 0.639 0.298
C -0.387 0.172 -0.112
O -0.281 -0.908 -0.690
C 0.755 1.018 0.224
C 1.913 0.760 -0.440
O 2.221 -1.123 0.411
H -2.567 -1.187 0.434
H -3.561 0.311 0.386
H -2.775 -0.317 -1.100
H 0.652 1.830 0.929
H 1.707 -0.583 1.045
H 1.919 0.255 -1.399
H 2.869 1.183 -0.150
H 1.487 -1.425 -0.167
*
```


This record from the Open Molecules 2025 dataset describes the molecule C4H8O3 at a distorted geometry. The level of theory is the ωB97M-V functional and the def2-TZVPD basis.

Values from the calculation:
Kohn-Sham gap = 11.039 eV
SMILES = CC[C@H](O)C(=O)O
ΔE to the lowest compared entry with this formula, charge and spin = 355.4 kJ/mol
HOMO = -0.3827 Ha

ORCA input file:
```
! RIJCOSX wB97M-V def2-TZVPD def2/J DEFGRID3
* xyz 0 1
C -1.759 -0.651 0.325
C -0.941 0.403 -0.378
C 0.441 0.566 0.269
C 1.453 -0.551 -0.066
H -1.910 -0.465 1.329
H -1.497 -1.457 0.630
H -2.749 -0.920 -0.233
H -0.864 0.060 -1.589
H -1.437 1.458 -0.274
H 0.312 0.789 1.309
H 1.156 1.731 -1.014
H 3.128 -0.936 0.043
O 0.972 1.862 -0.182
O 2.640 -0.260 0.380
O 1.055 -1.628 -0.550
*
```


This record from the Open Molecules 2025 dataset describes a structure of composition C4H8O3. The level of theory is the ωB97M-V functional and the def2-TZVPD basis.

Values from the calculation:
Kohn-Sham gap (spin up / spin down) = 8.268 / 8.270 eV
ΔE to the lowest compared entry with this formula, charge and spin = 513.1 kJ/mol
HOMO (spin up / spin down) = -0.3338 / -0.3339 Ha

ORCA input file:
```
! RIJCOSX wB97M-V def2-TZVPD def2/J DEFGRID3
* xyz 0 1
C -1.127 1.113 -1.072
C -0.822 0.683 0.364
O -1.809 0.507 1.184
C 0.304 -0.274 0.511
O 1.265 -0.382 -0.418
C 2.490 -0.949 -0.075
O 2.787 -1.332 1.011
H -1.646 0.287 -1.571
H -0.236 1.374 -1.654
H -1.804 1.971 -1.042
H -0.077 1.444 0.836
H -1.747 -1.133 0.862
H -1.244 -1.672 0.542
H 0.557 -0.656 1.501
H 3.110 -0.980 -0.980
*
```


This record from the Open Molecules 2025 dataset describes a cluster of 2 separate species, C4H8O3 in total. The level of theory is the ωB97M-V functional and the def2-TZVPD basis.

Values from the calculation:
Kohn-Sham gap = 11.425 eV
SMILES = C[C@@H]1CO1.O=CO
ΔE to the lowest compared entry with this formula, charge and spin = 168.5 kJ/mol
HOMO = -0.3831 Ha

ORCA input file:
```
! RIJCOSX wB97M-V def2-TZVPD def2/J DEFGRID3
* xyz 0 1
C 2.157 -0.277 1.281
C 1.141 -0.115 0.189
O -0.211 -0.391 0.569
C 0.156 0.960 0.226
O -2.490 0.942 -0.922
C -2.643 -0.117 -1.489
O -1.904 -1.201 -1.317
H 1.751 0.095 2.227
H 3.065 0.288 1.044
H 2.419 -1.332 1.402
H 1.401 -0.529 -0.787
H -1.250 -1.003 -0.587
H -0.298 1.330 -0.688
H 0.142 1.638 1.079
H -3.437 -0.287 -2.228
*
```


The following electronic energy values (in Ha) correspond, in order, to the records above: -382.8305, -382.9431, -382.9317, -382.9361, -382.9160, -382.9481, -382.8504, -382.9419, -382.8764, -382.8294, -382.7694, -382.9006.